No. 1
Density functional theory data (ωB97M-V/def2-TZVPD) for C41H31Cl2I2N3O3TeTl as an isolated structure.

- HOMO (spin up / spin down) (eV) = -1.53 / -1.59
- orbital gap (spin up / spin down) (eV) = 5.22 / 5.27
- lowest unoccupied orbital energy (spin up / spin down) (eV) = 3.68 / 3.68

```
! wB97M-V def2-TZVPD RIJCOSX def2/J DEFGRID3
* xyz -2 2
Tl 0.66 -0.07 0.12
Cl 1.26 0.80 5.49
C 2.55 0.60 4.31
C 3.85 0.67 4.75
C 4.89 0.54 3.84
Cl 6.53 0.65 4.48
C 4.65 0.34 2.48
C 5.76 0.20 1.48
C 5.53 -0.07 -0.71
C 4.06 -0.13 -1.12
N 2.98 0.08 0.72
C 3.32 0.26 2.08
C 2.19 0.39 2.96
O 0.99 0.34 2.54
H 4.06 0.83 5.80
H 6.71 0.26 2.00
H 6.25 -0.16 -1.52
H 3.83 -0.25 -2.18
I 4.56 -3.92 0.51
C 4.48 -1.87 0.56
C 5.71 -1.04 0.50
C 5.68 1.16 0.24
I 7.54 2.26 -0.03
C 4.47 2.00 0.05
C 4.24 3.32 0.14
C 2.97 3.84 -0.25
C 2.06 2.96 -0.79
N 2.21 1.64 -0.93
C 3.40 1.06 -0.37
C 3.35 -1.15 -0.14
O 2.29 -1.81 -0.55
H 6.64 -1.61 0.53
H 5.04 3.99 0.45
H 2.76 4.90 -0.21
H 1.12 3.35 -1.19
C -2.74 -6.91 -0.65
C -2.54 -5.44 -0.42
C -1.75 -4.68 -1.26
C -1.57 -3.31 -1.09
C -0.71 -2.61 -2.09
C -2.21 -2.66 -0.01
Te -2.48 -0.47 0.30
N -1.70 1.44 -0.09
C -2.73 2.20 0.28
O -3.88 1.74 0.53
C -2.48 3.68 0.41
C -1.19 4.19 0.42
C -0.97 5.56 0.56
C -2.06 6.42 0.69
C -3.35 5.91 0.68
C -3.56 4.54 0.55
C -3.64 -0.47 -1.48
C -4.94 -0.95 -1.33
C -5.84 -0.94 -2.38
C -5.44 -0.43 -3.61
C -4.15 0.06 -3.75
C -3.23 0.06 -2.71
C -1.86 0.65 -2.97
C -2.98 -3.43 0.89
C -3.64 -2.93 2.16
C -3.14 -4.80 0.65
H -2.20 -7.25 -1.53
H -3.80 -7.15 -0.79
H -2.39 -7.50 0.20
H -1.25 -5.16 -2.10
H -0.04 -3.32 -2.58
H -0.09 -1.84 -1.64
H -1.33 -2.14 -2.87
H -0.35 3.51 0.34
H 0.04 5.94 0.58
H -1.89 7.48 0.80
H -4.19 6.58 0.79
H -4.56 4.12 0.55
H -5.25 -1.35 -0.37
H -6.84 -1.32 -2.24
H -6.13 -0.40 -4.44
H -3.85 0.47 -4.71
H -1.66 0.63 -4.04
H -1.07 0.12 -2.45
H -1.81 1.68 -2.62
H -3.56 -1.87 2.33
H -3.18 -3.43 3.01
H -4.70 -3.19 2.16
H -3.74 -5.37 1.35
*
```

Results of the Löwdin charge analysis, in e, for atoms 1 through 4: atom 1 (Tl): 1.00, atom 2 (Cl): 0.62, atom 3 (C): -0.58, atom 4 (C): -0.17

No. 2
Density functional theory data (ωB97M-V/def2-TZVPD) for C32H27F2N4O3Zr as an isolated structure.

- HOMO (eV) = -10.16
- orbital gap (eV) = 6.34
- lowest unoccupied orbital energy (eV) = -3.82

```
! wB97M-V def2-TZVPD RIJCOSX def2/J DEFGRID3
* xyz 1 1
Zr -2.19 0.86 0.07
C 5.13 -5.44 -0.48
O 4.02 -4.89 0.20
C 4.17 -3.74 0.88
C 5.35 -3.01 0.98
C 5.37 -1.83 1.70
C 4.20 -1.34 2.30
C 3.02 -2.10 2.23
C 3.01 -3.28 1.54
N 4.35 -0.14 2.96
N 3.44 0.63 3.27
C 2.13 0.70 2.91
C 1.16 0.86 3.89
C -0.18 1.01 3.58
C -0.62 1.06 2.26
O -1.91 1.17 1.95
C 0.36 0.98 1.23
N -0.06 1.06 -0.08
C 0.81 0.93 -1.06
C 2.18 0.77 -0.84
C 2.65 0.74 0.46
C 1.75 0.80 1.53
H 4.76 -6.35 -0.94
H 5.94 -5.68 0.21
H 5.50 -4.76 -1.26
H 6.26 -3.35 0.51
H 6.27 -1.25 1.78
H 2.13 -1.77 2.75
H 2.13 -3.90 1.49
H 1.48 0.83 4.92
H -0.91 1.09 4.37
H 0.40 0.96 -2.07
H 2.86 0.68 -1.67
H 3.71 0.66 0.64
F -2.37 -0.69 -5.53
C -2.36 0.35 -4.68
C -3.18 0.31 -3.57
C -3.15 1.37 -2.66
C -2.26 2.46 -2.88
C -1.48 2.45 -4.04
F -0.63 3.47 -4.24
C -1.50 1.41 -4.94
C -2.12 3.52 -1.86
C -2.08 4.87 -2.18
C -1.89 5.79 -1.16
C -1.73 5.33 0.14
C -1.81 3.97 0.38
N -2.00 3.08 -0.59
H -3.85 -0.52 -3.41
H -0.86 1.41 -5.80
H -2.21 5.20 -3.20
H -1.87 6.85 -1.37
H -1.56 6.01 0.96
H -1.72 3.57 1.39
C -2.96 -3.31 0.94
C -2.74 -1.79 1.00
C -4.10 -1.06 1.00
C -1.88 -1.29 -0.19
H -3.55 -3.64 1.79
H -2.01 -3.84 0.95
H -3.49 -3.57 0.02
H -2.21 -1.56 1.94
H -4.57 -1.13 0.01
H -3.98 0.01 1.29
H -4.78 -1.52 1.72
H -2.29 -1.73 -1.12
H -0.86 -1.69 -0.06
O -4.86 1.71 -0.95
C -3.80 1.23 -1.35
*
```

Results of the Löwdin charge analysis, in e, for atoms 1 through 4: atom 1 (Zr): 1.70, atom 2 (C): -0.06, atom 3 (O): -0.06, atom 4 (C): -0.27

No. 3
Density functional theory data (ωB97M-V/def2-TZVPD) for C66H61F11N8P2SSi2Ti as an isolated structure.

- HOMO (spin up / spin down) (eV) = -3.36 / -3.36
- orbital gap (spin up / spin down) (eV) = 4.68 / 4.68
- lowest unoccupied orbital energy (spin up / spin down) (eV) = 1.32 / 1.32

```
! wB97M-V def2-TZVPD RIJCOSX def2/J DEFGRID3
* xyz -1 2
Ti -0.25 -0.55 -0.60
C 0.71 2.83 3.86
N 0.15 2.61 2.52
C 0.25 1.46 1.81
N -0.47 1.52 0.71
C -1.14 2.73 0.75
C -0.74 3.41 1.88
C -1.14 4.72 2.45
C -0.19 5.71 2.70
C -0.57 6.96 3.18
C -1.91 7.23 3.41
C -2.86 6.25 3.17
C -2.48 5.00 2.71
C -2.25 3.16 -0.15
C -3.11 2.22 -0.71
C -4.22 2.62 -1.43
C -4.51 3.96 -1.59
C -3.64 4.91 -1.05
C -2.52 4.51 -0.36
P 0.75 -0.04 2.69
C 2.16 -0.69 1.78
N 2.44 -0.56 0.50
C 3.79 -0.85 0.39
C 4.29 -1.17 1.65
N 3.25 -1.04 2.52
C 3.30 -1.29 3.96
C 5.64 -1.63 2.03
C 6.40 -0.95 2.98
C 7.69 -1.38 3.29
C 8.22 -2.49 2.65
C 7.47 -3.17 1.71
C 6.18 -2.75 1.40
C 4.76 -0.84 -0.75
C 5.88 -0.02 -0.65
C 6.91 -0.12 -1.58
C 6.83 -1.04 -2.61
C 5.71 -1.87 -2.71
C 4.69 -1.77 -1.78
C -0.69 -1.09 2.20
N -1.52 -0.73 1.22
C -2.79 -0.92 1.68
C -2.74 -1.49 2.93
N -1.42 -1.59 3.24
C -0.87 -2.05 4.50
C -3.77 -2.23 3.71
C -3.57 -3.60 3.92
C -4.49 -4.36 4.61
C -5.65 -3.78 5.10
C -5.88 -2.43 4.87
C -4.94 -1.66 4.19
C -4.04 -0.47 1.02
C -4.48 -0.94 -0.22
C -5.71 -0.55 -0.72
C -6.53 0.31 0.00
C -6.07 0.84 1.20
C -4.83 0.46 1.70
H 0.34 2.08 4.55
H 1.79 2.76 3.84
H 0.41 3.81 4.21
H 0.86 5.51 2.49
H 0.17 7.72 3.35
H -2.22 8.21 3.75
H -3.91 6.45 3.35
H -3.22 4.23 2.54
H -2.89 1.18 -0.57
H -4.87 1.86 -1.86
H -5.37 4.28 -2.16
H -3.84 5.97 -1.20
H -1.83 5.27 0.01
H 4.26 -1.72 4.20
H 3.17 -0.37 4.52
H 2.52 -1.99 4.25
H 6.00 -0.06 3.45
H 8.27 -0.83 4.03
H 9.23 -2.81 2.88
H 7.88 -4.04 1.20
H 5.60 -3.28 0.65
H 5.94 0.70 0.16
H 7.76 0.54 -1.49
H 7.62 -1.11 -3.34
H 5.62 -2.59 -3.51
H 3.84 -2.43 -1.83
H -0.91 -3.13 4.59
H 0.17 -1.74 4.57
H -1.42 -1.62 5.33
H -2.69 -4.08 3.49
H -4.31 -5.42 4.76
H -6.39 -4.37 5.63
H -6.79 -1.97 5.24
H -5.13 -0.61 4.05
H -3.85 -1.60 -0.79
H -6.02 -0.92 -1.69
H -7.50 0.59 -0.38
H -6.68 1.55 1.75
H -4.45 0.92 2.60
C -0.41 -3.79 0.56
Si -1.78 -3.56 -0.74
C -1.99 -4.95 -1.97
C -3.37 -3.85 0.27
N -1.54 -1.92 -1.35
C -2.18 -1.42 -2.48
C -3.16 -2.12 -3.19
C -3.84 -1.56 -4.26
C -3.55 -0.26 -4.64
C -2.57 0.45 -3.95
C -1.85 -0.11 -2.88
N -0.84 0.56 -2.18
Si -0.22 2.05 -2.96
C -1.41 3.50 -3.35
C 0.29 1.64 -4.73
C 0.94 2.95 -1.79
H 0.22 -4.65 0.31
H -0.84 -3.96 1.56
H 0.25 -2.94 0.61
H -1.46 -5.84 -1.62
H -1.59 -4.71 -2.96
H -3.05 -5.21 -2.07
H -3.31 -4.88 0.66
H -4.27 -3.79 -0.36
H -3.52 -3.18 1.11
H -3.40 -3.14 -2.88
H -4.58 -2.14 -4.80
H -4.07 0.20 -5.47
H -2.35 1.47 -4.24
H -2.47 3.23 -3.43
H -1.11 3.92 -4.32
H -1.32 4.29 -2.61
H -0.51 1.89 -5.44
H 0.52 0.58 -4.83
H 1.18 2.21 -5.01
H 0.39 3.71 -1.19
H 1.69 3.48 -2.38
H 1.47 2.29 -1.12
F 1.32 -2.58 -1.66
P 1.62 -3.83 -2.80
F 2.50 -2.89 -3.71
F 2.94 -4.21 -1.95
F 0.28 -3.40 -3.56
F 0.77 -4.79 -1.81
F 1.84 -5.07 -3.80
F 6.70 2.69 -5.85
C 5.70 2.12 -5.15
C 4.88 1.18 -5.75
F 5.09 0.86 -7.03
C 3.86 0.60 -5.03
F 3.10 -0.29 -5.68
C 3.58 0.89 -3.69
S 2.35 0.08 -2.81
C 4.44 1.87 -3.14
F 4.30 2.27 -1.86
C 5.47 2.45 -3.84
F 6.28 3.36 -3.24
*
```

Results of the Löwdin charge analysis, in e, for atoms 1 through 4: atom 1 (Ti): 1.02, atom 2 (C): -0.02, atom 3 (N): -0.05, atom 4 (C): -0.42

Number 1: total energy -3927.15093 hartree, strongest force on any atom 1.11 eV Å⁻¹. Number 2: total energy -1926.88402 hartree, strongest force on any atom 2.04 eV Å⁻¹. Number 3: total energy -6598.02414 hartree, strongest force on any atom 1.79 eV Å⁻¹.